{"formula": "C2H2BrIO", "method": "ωB97M-V/def2-TZVPD", "de_lowest_ev": 0.298, "smiles": "O=C(I)CBr", "e_tot_ev": -82296.197, "e_lumo_ev": 0.094, "e_homo_ev": -10.0926, "gap_ev": 10.19, "elements": ["O", "C", "I", "C", "Br", "H", "H"], "xyz": [[-0.671105, 1.803930, -0.237185], [-0.660534, 0.640823, -0.165437], [-2.495263, -0.522425, 0.014589], [0.532738, -0.477457, 0.051034], [2.217254, 0.569423, 0.064250], [0.628261, -1.132572, -0.698870], [0.448649, -0.881723, 0.971617]], "atomic_forces_ev_per_a": [[0.511, -0.014, -0.236], [0.736, -2.568, 0.831], [-0.221, 0.050, -0.147], [0.003, 6.698, -0.531], [-0.313, -0.486, 0.028], [-0.143, -2.362, -2.815], [-0.574, -1.318, 2.870]], "nbo_charge": [-0.46, 0.50, -0.02, -0.47, -0.01, 0.23, 0.23]}